# 1
Here is a structure of composition C20H22NO5PdS4 from OMol25. Energies are from ωB97M-V/def2-TZVPD.

CARTESIAN COORDINATES (ANGSTROEM)
Pd1 -0.7558 -0.7694 -0.7431
S1 -1.5688 -0.6522 1.4154
C1 -0.3834 -0.0014 2.5540
C2 -0.6967 1.1359 3.2973
C3 0.1926 1.6386 4.2389
C4 1.4177 1.0212 4.4438
C5 1.7400 -0.1113 3.7043
C6 0.8466 -0.6202 2.7765
H1 -1.6451 1.6292 3.1197
H2 -0.0723 2.5227 4.8076
H3 2.1167 1.4176 5.1701
H4 2.6952 -0.6027 3.8477
H5 1.0998 -1.5056 2.2069
O1 -4.5686 1.5572 -2.4111
C7 -3.9452 1.7204 -1.3876
O2 -4.0935 0.9263 -0.3396
C8 -2.9258 2.8391 -1.2268
N1 -2.4977 3.0162 0.1679
C9 -1.0186 3.0150 0.2071
C10 -0.5758 3.2919 -1.2269
C11 -1.6422 2.5431 -2.0229
H6 -3.4046 3.7413 -1.6191
H7 -3.4390 1.1923 0.3445
H8 -2.8645 3.8802 0.5380
H9 -0.6709 2.0302 0.5195
H10 -0.6574 3.7391 0.9376
H11 0.4336 2.9371 -1.4311
H12 -0.6269 4.3640 -1.4448
H13 -1.4308 1.4701 -2.0011
H14 -1.7353 2.8432 -3.0646
O3 5.0691 -5.2797 0.7285
C12 5.4570 -3.9834 0.5856
O4 6.6227 -3.7133 0.7098
C13 4.3926 -2.9923 0.2984
C14 3.0905 -3.3283 -0.0693
C15 2.1373 -2.3580 -0.3168
C16 2.4480 -0.9973 -0.1969
S2 1.3115 0.2853 -0.4778
C17 3.7683 -0.6640 0.1612
C18 4.7143 -1.6355 0.3967
H15 4.1075 -5.3325 0.6933
H16 2.7848 -4.3621 -0.2027
H17 1.1354 -2.6450 -0.6104
H18 4.0299 0.3818 0.2635
H19 5.7247 -1.3664 0.6758
C19 -4.2273 -1.6260 -4.0602
O5 -2.8051 -1.4754 -4.1653
C20 -2.1166 -1.4253 -3.0383
S3 -2.7721 -1.7171 -1.5149
S4 -0.4825 -0.9933 -3.0894
H20 -4.5932 -1.6090 -5.0824
H21 -4.6441 -0.7992 -3.4848
H22 -4.4761 -2.5732 -3.5816

The HOMO-LUMO gap comes out at 7.397 eV. The total energy is -79651.060 eV. The total charge is -1. As for the LUMO energy: 2.61 eV. For the HOMO energy, the calculation gives -4.8 eV. As for the energy above the lowest of the compared OMol25 structures with the same formula, charge and spin: 0.00 kcal/mol.

---

# 2
Here is a structure of composition C20H23BrN2O2 from OMol25. Energies are from ωB97M-V/def2-TZVPD.

CARTESIAN COORDINATES (ANGSTROEM)
O1 0.0181 -1.5629 -1.1526
C1 -0.1071 -0.3763 -1.1434
N1 -0.9520 0.2590 -0.2693
C2 -1.2281 1.5713 -0.2126
H1 -2.1698 1.6556 0.2154
C3 -0.1255 2.1620 0.5490
N2 1.0474 1.4829 0.1918
C4 1.2445 1.6928 -1.5431
C5 0.3432 0.6285 -2.2087
H2 -0.3410 1.0146 -2.7401
H3 0.9568 0.1898 -2.7509
H4 0.9095 2.7740 -1.9013
H5 2.3345 1.2995 -1.7759
C6 2.3501 2.1321 0.7612
C7 3.4638 1.0754 0.3703
C8 3.1635 -0.3009 0.4654
C9 4.3141 -1.3159 0.2003
C10 5.5380 -0.7231 0.2050
C11 5.9437 0.7867 0.2188
C12 4.7535 1.6013 0.5834
H6 4.9378 2.6045 0.4950
H7 6.7370 1.1377 0.4150
Br1 7.0202 -1.7643 -0.0806
H8 4.0222 -2.1570 0.1920
H9 2.2165 -0.4613 0.1080
H10 2.1823 2.0798 1.7857
H11 2.6425 2.8837 0.4382
H12 -0.0438 3.5002 0.2749
H13 -0.2107 2.0540 1.6897
H14 -1.3739 1.9653 -1.1222
C13 -1.7989 -0.4691 0.7573
C14 -3.2231 -1.0212 0.2333
C15 -4.2345 -0.8323 1.2523
C16 -5.5536 -1.4046 0.8274
C17 -5.7703 -1.8759 -0.4077
C18 -4.6294 -1.7350 -1.2470
C19 -3.3770 -1.5275 -1.0741
H15 -2.5795 -1.6251 -1.3210
H16 -4.8423 -2.3144 -2.2507
H17 -6.8410 -1.9984 -0.6158
H18 -6.2779 -1.2535 1.6976
H19 -4.2473 -0.3876 2.4583
C20 -1.1355 -1.8414 1.4130
O2 -1.2322 -3.1257 0.7048
H20 -0.8869 -2.7690 -0.2720
H21 0.1768 -1.5768 1.4757
H22 -1.3614 -2.1013 2.4232
H23 -1.7734 -0.0301 1.6872

The HOMO-LUMO gap comes out at 8.873 eV. The total energy is -98213.947 eV. As for the LUMO energy: 0.08 eV. For the HOMO energy, the calculation gives -8.8 eV. As for the energy above the lowest of the compared OMol25 structures with the same formula, charge and spin: 402.23 kcal/mol.

---

# 3
Here is a structure of composition C20H23Cl33NO3 from OMol25. Energies are from ωB97M-V/def2-TZVPD.

CARTESIAN COORDINATES (ANGSTROEM)
C1 3.2038 -0.4482 6.3098
C2 1.9335 -1.4455 6.2173
O1 0.8618 -0.7445 5.5259
C3 0.4908 -1.3824 4.2905
C4 1.7190 -1.5842 3.2580
C5 2.7241 -0.4192 3.0189
C6 3.9106 -0.6694 2.0621
C7 4.9732 0.5187 1.8504
O2 4.7775 1.6543 2.3457
O3 6.1466 0.1650 1.1092
C8 4.0118 -2.0675 1.3756
C9 2.9188 -3.1376 1.7091
N1 1.8199 -2.8952 2.6317
H1 4.0183 -0.6735 5.5281
H2 3.6930 -0.4890 7.3507
H3 2.7798 0.6058 6.0984
H4 2.1801 -2.4799 5.8014
H5 1.5722 -1.6073 7.3032
H6 -0.0895 -2.3641 4.4861
H7 -0.2660 -0.6762 3.7812
H8 2.5187 0.5610 3.5711
H9 6.4254 -0.6963 1.5107
H10 4.8735 -2.2514 0.6601
H11 2.9336 -4.1748 1.2125
H12 1.0970 -3.5903 2.8592
C10 -0.0241 1.1685 0.7314
Cl1 -1.3190 0.5265 -0.2853
Cl2 0.7125 -0.1264 1.7039
Cl3 1.2038 1.9701 -0.2569
H13 -0.4533 1.9052 1.4095
C11 -4.2984 2.5208 -2.4959
Cl4 -2.5975 2.9908 -2.3723
Cl5 -4.4613 0.7589 -2.4540
Cl6 -5.2450 3.2635 -1.1992
H14 -4.6837 2.8787 -3.4492
C12 -6.0871 -2.9038 -3.2864
Cl7 -7.0417 -1.5670 -3.9409
Cl8 -5.2201 -3.7416 -4.5815
Cl9 -4.9547 -2.3163 -2.0586
H15 -6.7664 -3.6116 -2.8151
C13 3.4810 -0.7323 -2.3171
Cl10 3.9708 0.9631 -2.4259
Cl11 4.6572 -1.7736 -3.1272
Cl12 3.2859 -1.2164 -0.6177
H16 2.5205 -0.8450 -2.8187
C14 -3.4535 0.9122 3.0417
Cl13 -4.8604 0.8753 4.1117
Cl14 -2.8826 -0.7320 2.7094
Cl15 -3.8394 1.7529 1.5341
H17 -2.6558 1.4570 3.5440
C15 3.6040 2.6823 9.2270
Cl16 2.2883 2.0706 8.2131
Cl17 4.3303 1.3673 10.1619
Cl18 4.8269 3.4907 8.2369
H18 3.1905 3.4099 9.9228
C16 2.6272 -7.1322 -0.3823
Cl19 2.1073 -6.5361 -1.9632
Cl20 3.8462 -6.0543 0.3187
Cl21 1.2432 -7.2951 0.7080
H19 3.0760 -8.1148 -0.5164
C17 -4.9033 6.9814 -2.9826
Cl22 -5.8930 5.6012 -3.4817
Cl23 -4.2688 6.7358 -1.3495
Cl24 -3.5807 7.2435 -4.1283
H20 -5.5330 7.8691 -2.9755
C18 -8.6272 -0.0587 -7.5510
Cl25 -8.4396 1.1573 -6.2785
Cl26 -7.2390 -1.1553 -7.5719
Cl27 -10.1312 -0.9633 -7.3294
H21 -8.6737 0.4535 -8.5101
C19 0.1122 4.4165 -5.4456
Cl28 -1.4402 5.2432 -5.2521
Cl29 0.5802 3.6091 -3.9406
Cl30 0.0369 3.2533 -6.7769
H22 0.8694 5.1611 -5.6840
C20 3.1491 -1.4479 -7.0657
Cl31 3.3625 -0.2551 -5.7759
Cl32 4.5296 -2.5531 -7.1247
Cl33 1.6420 -2.3465 -6.8379
H23 3.0926 -0.9190 -8.0153

The HOMO-LUMO gap comes out at 7.269 eV. The total energy is -441971.756 eV. The total charge is +1. As for the LUMO energy: -4.94 eV. For the HOMO energy, the calculation gives -12.2 eV.

---

# 4
Here is an isolated molecule of C20H23ClFN3O2 from OMol25. Energies are from ωB97M-V/def2-TZVPD.

CARTESIAN COORDINATES (ANGSTROEM)
C1 6.8187 1.9922 -0.1087
H1 7.2393 2.9468 -0.4163
H2 7.4362 1.5961 0.6936
H3 5.8112 2.1559 0.2637
C2 6.7828 1.0485 -1.3045
N1 5.9435 -0.1174 -1.0848
C3 6.4105 -0.9786 -0.0130
H4 6.2568 -2.0244 -0.2959
C4 5.6625 -0.7238 1.3081
N2 4.2334 -0.8158 1.1544
C5 3.4410 0.2811 1.1485
O1 3.8620 1.3938 1.4089
C6 1.9917 0.0432 0.8740
C7 1.1036 1.0415 1.2700
C8 -0.2547 0.9304 1.0567
C9 -0.7583 -0.2000 0.4190
C10 0.1228 -1.1990 0.0067
C11 1.4788 -1.0824 0.2343
H5 2.1227 -1.8750 -0.1174
H6 -0.2627 -2.0752 -0.4970
N3 -2.1162 -0.3855 0.1479
C12 -3.1670 0.4010 0.5082
O2 -3.0953 1.4291 1.1383
C13 -4.4904 -0.1426 0.0312
C14 -4.8917 -1.4462 0.3080
C15 -6.1355 -1.9365 -0.0390
C16 -7.0197 -1.0976 -0.6957
C17 -6.6578 0.2025 -0.9974
C18 -5.4066 0.6780 -0.6297
Cl1 -4.9704 2.2908 -1.0310
H7 -7.3396 0.8583 -1.5139
H8 -7.9960 -1.4615 -0.9744
H9 -6.3936 -2.9534 0.2088
F1 -4.0325 -2.2737 0.9427
H10 -2.3261 -1.2428 -0.3454
H11 -0.9248 1.7096 1.3776
H12 1.5100 1.9170 1.7531
H13 3.8558 -1.7048 0.8742
H14 5.9977 -1.4542 2.0533
H15 5.8615 0.2822 1.6747
H16 7.4874 -0.8456 0.1702
C19 5.6554 -0.8343 -2.3147
C20 4.3519 -1.6212 -2.2210
H17 4.4302 -2.4391 -1.5080
H18 3.5513 -0.9550 -1.9114
H19 4.1056 -2.0427 -3.1928
H20 5.5454 -0.0965 -3.1123
H21 6.4805 -1.5117 -2.6020
H22 7.8156 0.7540 -1.5751
H23 6.3586 1.5909 -2.1533

The HOMO-LUMO gap comes out at 8.725 eV. The total energy is -44919.542 eV. As for the LUMO energy: 0.32 eV. As for the SMILES: CCN(CC)CCNC(=O)c1ccc(NC(=O)c2c(F)cccc2Cl)cc1. For the HOMO energy, the calculation gives -8.4 eV. As for the energy above the lowest of the compared OMol25 structures with the same formula, charge and spin: 1.46 kcal/mol.

---

# 5
Here is a structure of composition C20H23ClInOPS from OMol25. Energies are from ωB97M-V/def2-TZVPD.

CARTESIAN COORDINATES (ANGSTROEM)
In1 0.2502 0.0980 1.8325
Cl1 2.5578 -0.4193 2.1609
P1 -0.0178 0.0633 -0.7205
C1 -0.6875 1.6373 -1.2368
C2 -1.9168 1.6456 -1.9352
C3 -2.3520 2.8428 -2.4783
C4 -1.6462 4.0228 -2.2405
C5 -0.5000 4.0370 -1.4431
C6 -0.0258 2.8490 -0.8907
C7 1.6581 -0.1219 -1.2847
C8 2.3611 -1.3212 -0.9763
C9 3.6279 -1.4881 -1.4966
C10 4.2097 -0.4867 -2.2753
C11 3.5443 0.7200 -2.5114
C12 2.2752 0.9192 -1.9838
C13 -0.9913 -1.3179 -1.2607
C14 -1.5593 -2.2829 -0.4098
C15 -2.3645 -3.2627 -0.9954
C16 -2.5472 -3.2726 -2.3769
C17 -1.9538 -2.3332 -3.2171
C18 -1.1470 -1.3342 -2.6745
H1 1.9125 -2.0739 -0.3122
H2 4.1612 -2.4346 -1.2965
H3 5.1940 -0.6363 -2.7143
H4 3.9732 1.5261 -3.1208
H5 1.7382 1.8659 -2.1668
H6 -2.4526 0.7002 -2.1128
H7 -3.2611 2.8048 -3.1006
H8 -2.0153 4.9438 -2.6703
H9 0.0622 4.9613 -1.2684
H10 0.8918 2.8299 -0.2726
H11 -1.4166 -2.2099 0.6890
H12 -2.8471 -4.0130 -0.3518
H13 -3.1666 -4.0440 -2.8282
H14 -2.0909 -2.3125 -4.3011
H15 -0.6898 -0.5369 -3.2712
H16 -1.3477 0.8905 1.7410
H17 -1.5406 -0.0690 1.8384
C19 0.1498 0.7194 6.4277
S1 -0.1435 0.2349 4.6224
C20 0.2251 -1.5249 4.6714
O1 -1.5988 0.4660 4.3154
H18 1.1816 0.3193 6.6640
H19 -0.6838 0.1582 6.8051
H20 0.0475 1.8124 6.3663
H21 -0.2464 -1.8870 5.5921
H22 -0.1101 -2.0343 3.7540
H23 1.2989 -1.6506 4.7151

The HOMO-LUMO gap comes out at 5.824 eV. The total energy is -60961.133 eV. The total charge is +2. As for the LUMO energy: -8.95 eV. For the HOMO energy, the calculation gives -14.8 eV.

---

# 6
Here is an isolated molecule of C20H23ClN2O from OMol25. Energies are from ωB97M-V/def2-TZVPD.

CARTESIAN COORDINATES (ANGSTROEM)
Cl1 1.1813 3.3589 4.3495
N1 3.0309 1.2136 -0.7440
O1 -5.0839 0.1653 -0.1680
C1 2.7832 1.7964 0.4113
C2 3.3113 3.0190 1.0169
C3 2.7521 3.4910 2.1653
C4 1.6749 2.8025 2.8495
C5 1.1236 1.7189 2.2594
C6 1.5061 0.0160 0.5429
C7 2.1904 0.0942 -0.7069
C8 -2.8110 0.8865 -0.1687
C9 -3.3695 -1.3197 0.5991
C10 -1.4370 0.5296 0.0697
C11 -3.7928 -0.0349 0.1454
C12 -2.0297 -1.6346 0.7867
C13 -0.9916 -0.7019 0.5141
N2 1.8048 1.2270 1.1124
C14 -5.6609 1.3290 0.4107
C15 -1.8269 -3.0375 1.3259
C16 0.4320 -1.0478 0.9262
C17 0.6870 -1.1841 -2.3355
C18 2.8313 -2.1340 -1.7363
C19 2.9004 -0.1643 -3.1553
C20 2.1505 -0.7903 -1.9511
H1 4.1547 3.4757 0.5688
H2 3.1613 4.3516 2.7120
H3 0.2182 1.2547 2.6203
H4 -3.0596 1.9217 -0.6666
H5 -4.2038 -2.0459 0.7279
H6 -0.7630 1.3468 -0.2504
H7 -6.5386 1.1024 1.0500
H8 -5.0023 1.8567 1.0423
H9 -6.0316 1.8941 -0.4421
H10 -2.0001 -3.6418 0.3592
H11 -0.8139 -3.1906 1.7722
H12 -2.4763 -3.3959 2.1281
H13 0.8910 -2.0042 0.4455
H14 0.4115 -1.1787 2.0550
H15 0.5473 -1.6370 -3.3410
H16 0.0568 -0.2490 -2.4658
H17 0.0666 -1.7569 -1.6412
H18 2.2590 -2.5510 -0.8211
H19 2.4989 -2.9100 -2.5187
H20 3.9117 -2.1591 -1.5408
H21 3.8929 0.0098 -2.8114
H22 2.4759 0.7557 -3.5701
H23 2.9871 -0.8477 -3.9312

The HOMO-LUMO gap comes out at 8.583 eV. The total energy is -38661.318 eV. As for the LUMO energy: 0.49 eV. As for the SMILES: COc1ccc(Cc2c(C(C)(C)C)nc3ccc(Cl)cn23)c(C)c1. For the HOMO energy, the calculation gives -8.1 eV. As for the energy above the lowest of the compared OMol25 structures with the same formula, charge and spin: 73.76 kcal/mol.